Here is a 2-piece molecular cluster, C9H14 overall at a distorted geometry from OMol25. Energies are from wB97M-V/def2-TZVPD.

Net charge = -1
Kohn-Sham gap (spin up / spin down) = 3.24 / 7.25 eV
Energy relative to the best compared isomer or geometry (same formula, charge and spin) = 0.128 eV
Multiplicity = 2

XYZ file:
```
23
C9H14 (wB97M-V/def2-TZVPD)
C -2.201 0.696 -0.067
C -0.832 -1.142 0.782
C 0.452 -2.620 -0.803
C 2.024 1.135 1.172
C -0.903 -0.682 -1.616
C -0.496 -1.484 -0.579
C -1.785 0.408 -1.408
C 1.364 2.324 0.470
C -1.707 -0.040 0.983
H 2.032 3.140 0.217
H 2.551 0.507 0.457
H 0.486 2.674 1.014
H -2.237 0.955 -2.226
H 1.309 -2.642 -0.130
H -0.074 -3.571 -0.614
H 0.962 1.957 -0.473
H -2.740 1.617 0.125
H -0.374 -1.653 1.621
H 0.837 -2.719 -1.824
H -0.515 -0.883 -2.609
H 1.195 0.529 1.538
H -2.071 0.153 1.986
H 2.726 1.339 1.982
```

And the natural (NBO) charges, in e, turn out to be: -0.30, -0.47, -0.61, -0.62, -0.24, -0.09, -0.44, -0.62, -0.25, 0.18, 0.20, 0.21, 0.17, 0.18, 0.18, 0.23, 0.18, 0.17, 0.19, 0.17, 0.24, 0.17, 0.18


Here is an isolated molecule of C18H26N2O4 from OMol25. Energies are from wB97M-V/def2-TZVPD.

SMILES string = CCCCOc1ccc(C(=O)NCC(=O)NC[C@@H]2CCCO2)cc1
Kohn-Sham gap = 9.42 eV
Energy relative to the best compared isomer or geometry (same formula, charge and spin) = 0.165 eV

XYZ file:
```
50
C18H26N2O4 (wB97M-V/def2-TZVPD)
O 1.102 2.676 2.099
O -0.870 -4.568 -2.703
O -1.847 -2.849 1.256
O -1.553 -1.475 -2.073
N -2.508 -3.932 -1.259
N 0.066 -3.314 0.148
C 4.085 6.428 3.098
C 1.651 0.362 1.566
C -0.741 -2.496 0.869
C -1.074 -0.119 1.436
C -0.398 -4.602 -0.333
C -3.276 -3.198 -2.233
C -0.181 -1.161 1.184
C -3.429 -0.906 -3.342
C 2.471 3.013 2.210
C 4.005 4.952 2.728
C -1.066 -1.426 -3.406
C -2.947 -1.689 -2.118
C 0.755 1.402 1.797
C -1.273 -4.377 -1.573
C -0.618 1.144 1.730
C 1.183 -0.903 1.259
C -2.254 -1.061 -4.317
C 2.558 4.491 2.576
H 4.540 4.782 1.791
H 1.900 -1.697 1.109
H -3.570 0.141 -3.074
H 0.465 -5.217 -0.591
H -0.643 -2.401 -3.679
H -2.132 -0.327 1.395
H -2.655 -3.668 -0.287
H 3.618 7.039 2.329
H 2.985 2.829 1.256
H 4.495 4.356 3.502
H -1.300 1.957 1.918
H -4.362 -1.300 -3.739
H 2.716 0.524 1.626
H -4.342 -3.360 -2.067
H -0.271 -0.677 -3.426
H 0.822 -2.895 -0.369
H 2.061 5.073 1.798
H -2.993 -3.571 -3.219
H -2.067 -0.143 -4.870
H 3.574 6.613 4.039
H 2.016 4.651 3.509
H -2.443 -1.859 -5.033
H -3.346 -1.309 -1.172
H -0.978 -5.076 0.462
H 2.949 2.404 2.990
H 5.121 6.739 3.202
```

And the natural (NBO) charges, in e, turn out to be: -0.49, -0.64, -0.66, -0.54, -0.63, -0.59, -0.60, -0.27, 0.69, -0.13, -0.31, -0.26, -0.18, -0.43, -0.06, -0.39, -0.09, 0.09, 0.32, 0.68, -0.26, -0.17, -0.44, -0.41, 0.20, 0.21, 0.21, 0.22, 0.20, 0.23, 0.43, 0.20, 0.17, 0.20, 0.23, 0.21, 0.21, 0.20, 0.18, 0.40, 0.21, 0.22, 0.22, 0.20, 0.21, 0.21, 0.19, 0.23, 0.17, 0.21


Here is C31H29BrN5O4W as an isolated structure at a distorted geometry from OMol25. Energies are from wB97M-V/def2-TZVPD.

Net charge = +1
Kohn-Sham gap (spin up / spin down) = 6.58 / 7.26 eV
Energy relative to the best compared isomer or geometry (same formula, charge and spin) = 0.594 eV
Multiplicity = 3

XYZ file:
```
71
C31H29BrN5O4W (wB97M-V/def2-TZVPD)
W 0.200 -0.359 0.618
Br -2.196 -6.512 -1.499
O -2.088 -0.646 1.596
O -4.024 -0.134 2.508
O 1.902 0.831 0.513
O -0.466 1.308 1.455
N 0.084 0.291 -1.244
N -3.432 0.752 0.459
N 0.695 -1.028 2.471
N 1.881 -1.694 0.258
N -2.447 0.866 -0.531
C 0.195 -0.572 3.604
C -2.320 2.765 4.193
C -1.061 -3.910 -1.875
C 1.305 1.506 -5.754
C 0.802 1.484 -3.398
C -3.145 -0.027 1.529
C -1.623 -4.776 -0.953
C 1.837 2.784 -5.630
C -1.741 -4.395 0.373
C 1.293 2.804 -3.294
C -5.233 0.620 2.516
C 3.147 -0.292 -1.196
C 4.110 2.192 -2.001
C 3.281 2.116 -0.907
C -1.266 0.777 4.992
C 2.869 -1.541 -0.578
C 4.465 1.047 -2.715
C 0.388 0.840 -2.247
C -2.108 1.838 5.210
C 1.818 3.431 -4.399
C 4.012 -0.178 -2.297
C -0.655 0.558 3.740
C -1.729 2.594 2.959
C -0.687 -2.224 -0.121
C 2.721 0.891 -0.498
C 0.792 0.850 -4.658
C -0.919 1.484 2.678
C 1.735 -2.047 2.607
C -0.603 -2.670 -1.453
C -1.276 -3.152 0.766
C 1.951 -2.750 1.252
H 2.669 -1.541 2.895
H 0.377 -0.143 -4.753
H -2.954 3.620 4.372
H 3.586 -2.351 -0.722
H 4.479 3.153 -2.322
H -2.600 1.962 6.160
H 4.307 -1.077 -2.819
H -5.690 0.413 3.482
H 5.110 1.125 -3.576
H 1.167 -3.498 1.083
H -2.177 -5.071 1.094
H 0.466 -1.076 4.533
H 2.253 3.284 -6.490
H -1.376 -2.895 1.817
H -0.140 -2.027 -2.200
H 2.933 -3.240 1.243
H -4.306 1.253 0.363
H 1.482 -2.776 3.388
H -2.732 0.416 -1.398
H -2.202 1.840 -0.699
H 2.997 2.999 -0.354
H -5.916 0.296 1.724
H -1.886 3.315 2.167
H -5.030 1.691 2.441
H 2.214 4.430 -4.302
H -1.070 0.071 5.787
H 1.252 3.303 -2.339
H -0.976 -4.214 -2.907
H 1.300 1.018 -6.717
```

And the natural (NBO) charges, in e, turn out to be: 1.89, 0.06, -0.64, -0.47, -0.71, -0.73, -0.47, -0.48, -0.56, -0.49, -0.63, 0.22, -0.14, -0.27, -0.21, -0.18, 0.94, -0.07, -0.15, -0.25, -0.14, -0.27, -0.20, -0.15, -0.29, -0.11, 0.20, -0.27, 0.46, -0.27, -0.21, -0.15, -0.23, -0.29, -0.39, 0.39, -0.15, 0.41, -0.23, -0.16, -0.21, -0.24, 0.21, 0.23, 0.22, 0.20, 0.22, 0.23, 0.22, 0.23, 0.23, 0.24, 0.23, 0.20, 0.23, 0.22, 0.19, 0.21, 0.40, 0.22, 0.37, 0.37, 0.23, 0.19, 0.22, 0.19, 0.23, 0.22, 0.23, 0.23, 0.23